i.
# C5H9N2

A gas-phase ion, C5H9N2 (charge +1) (ωB97M-V with the def2-TZVPD basis set, OMol25).

HOMO energy: -13.4145 eV
SMILES string: N[C@]12[C@@H]3[C@H]1C[NH2+][C@@H]32

Geometry as ORCA input:
```
! wB97M-V def2-TZVPD RIJCOSX def2/J DEFGRID3
* xyz 1 1
H -1.201 0.637 -1.837
H 0.214 -1.147 -1.886
C 0.832 -0.684 0.071
H 0.229 1.693 -1.826
H -0.796 -1.297 2.584
C 0.828 0.580 0.868
N 0.642 -0.363 -1.385
H -0.994 1.868 0.511
H 1.540 -0.154 -1.832
C -0.405 1.042 0.150
N -1.237 -0.839 1.799
C -0.248 0.838 -1.348
H 1.512 1.028 1.552
H 1.464 -1.532 0.281
H -1.993 -1.392 1.417
C -0.387 -0.277 0.879
*
```


ii.
# C5H9N2

2 unconnected molecules or ions with the total composition C5H9N2 (ωB97M-V with the def2-TZVPD basis set, OMol25).

HOMO energy: -12.1276 eV

Geometry as ORCA input:
```
! wB97M-V def2-TZVPD RIJCOSX def2/J DEFGRID3
* xyz 1 1
H -1.797 0.515 -2.600
N -0.784 -0.675 2.960
H 1.268 0.107 -2.101
C -0.888 0.731 0.218
C 1.410 -0.702 1.683
C 0.205 -0.235 -2.011
H -0.057 -1.251 -2.215
H -1.674 -0.522 3.125
N -0.497 0.533 -0.971
H -1.555 1.492 0.523
H 2.120 -1.045 2.415
H 1.674 0.265 1.471
C 0.076 -0.713 2.172
C -0.751 0.908 -2.404
H 1.551 -1.237 0.737
H -0.300 1.829 -3.003
*
```


iii.
# C5H9N2

2 unconnected molecules or ions with the total composition C5H9N2 (ωB97M-V with the def2-TZVPD basis set, OMol25).

HOMO energy (spin up / spin down): -14.4269 / -14.4270 eV

Geometry as ORCA input:
```
! wB97M-V def2-TZVPD RIJCOSX def2/J DEFGRID3
* xyz 1 1
N 0.051 0.190 -0.539
H -0.655 -0.735 1.140
C 2.145 -0.518 0.217
C -1.021 1.255 0.503
H 1.312 -0.498 -0.722
C 2.922 0.515 0.152
H 2.158 1.291 -0.199
H -2.130 -0.831 -1.346
H -1.844 2.081 0.413
H -2.509 -1.818 0.059
H 2.204 -1.634 0.172
H 4.053 0.654 0.162
C -2.381 -0.854 -0.253
N 0.192 1.317 -0.011
C -1.264 -0.181 0.333
H -3.232 -0.233 -0.081
*
```


Sorted by energy, starting with the most stable: i, ii, iii.


i.
# C3H8N4O

C3H8N4O in the gas phase (ωB97M-V with the def2-TZVPD basis set, OMol25).

HOMO energy: -9.2446 eV
SMILES string: CN(N)/C=N\C(N)=O

Geometry as ORCA input:
```
! wB97M-V def2-TZVPD RIJCOSX def2/J DEFGRID3
* xyz 0 1
C 0.261 -0.971 -0.167
H -3.150 -1.119 0.775
C 2.525 -0.069 -0.378
H -3.856 0.409 0.409
N 0.770 1.186 0.529
H 0.710 -1.952 -0.519
H -0.083 1.455 -0.051
C -1.908 0.101 -0.212
N -3.165 -0.326 0.165
H 3.257 0.336 0.335
O -1.782 1.174 -0.772
H 2.612 0.568 -1.298
H 0.686 1.248 1.553
N 1.242 -0.082 0.223
N -0.960 -0.861 0.005
H 2.839 -1.098 -0.599
*
```


ii.
# C3H8N4O

C3H8N4O in the gas phase (ωB97M-V with the def2-TZVPD basis set, OMol25).

HOMO energy: -9.3508 eV
SMILES string: [H]/N=C(/C(N)=N\[H])N(C)O

Geometry as ORCA input:
```
! wB97M-V def2-TZVPD RIJCOSX def2/J DEFGRID3
* xyz 0 1
H 2.635 0.238 1.226
C 0.024 0.928 -0.029
N 0.901 -0.122 0.372
N 0.242 2.073 -0.361
C 0.854 -1.257 -0.567
H 1.292 2.122 -0.486
H -1.526 0.436 2.138
N -2.084 0.086 -0.989
H 1.440 -2.024 -0.060
H -1.572 0.286 -1.877
H -2.657 -0.630 1.330
N -1.782 -0.083 1.296
H -0.113 -1.574 -0.883
O 2.265 0.350 0.361
C -1.356 0.335 0.037
H 1.438 -1.163 -1.508
*
```


iii.
# C3H8N4O

A molecular structure, C3H8N4O (ωB97M-V with the def2-TZVPD basis set, OMol25).

HOMO energy: -9.1035 eV

Geometry as ORCA input:
```
! wB97M-V def2-TZVPD RIJCOSX def2/J DEFGRID3
* xyz 0 1
O -1.534 -1.313 -0.560
H -0.675 0.913 1.933
H -1.343 1.424 -0.124
H 1.860 -2.549 -0.239
C 0.319 -0.152 -0.268
C -0.494 1.925 0.148
N 0.618 1.117 0.132
H 1.255 -2.161 -2.496
N -0.577 -0.785 0.487
H -1.041 -2.254 -0.925
H -0.206 2.899 -0.276
N 0.850 -2.078 -1.240
C 0.056 1.750 1.506
H -1.199 -0.293 1.081
N 1.066 -0.609 -1.097
H 1.045 2.165 1.937
*
```


iv.
# C3H8N4O

C3H8N4O in the gas phase (ωB97M-V with the def2-TZVPD basis set, OMol25).

HOMO energy: -9.4071 eV
SMILES string: [H]/N=C(NOC)/C(N)=N\[H]

Geometry as ORCA input:
```
! wB97M-V def2-TZVPD RIJCOSX def2/J DEFGRID3
* xyz 0 1
H 0.248 -1.315 0.742
C -0.916 0.754 -0.081
N 0.442 1.096 -0.030
N -2.663 -0.861 0.156
N -1.677 1.786 -0.060
H -3.115 -0.005 0.189
H -1.255 2.664 -0.037
H 2.815 -1.310 0.018
O 1.438 0.283 0.823
C 2.166 -0.290 -0.350
H -0.608 -2.439 0.041
H 0.673 2.032 0.545
N -0.435 -1.489 0.014
H 2.983 0.265 -0.911
C -1.385 -0.588 0.009
H 1.288 -0.584 -1.069
*
```


Sorted by energy, starting with the most stable: i, ii, iv, iii.


i.
# C3H8N4O

C3H8N4O in the gas phase (ωB97M-V with the def2-TZVPD basis set, OMol25).

HOMO energy: -7.9002 eV
SMILES string: N/N=C1/NCCN1O

Geometry as ORCA input:
```
! wB97M-V def2-TZVPD RIJCOSX def2/J DEFGRID3
* xyz 0 1
H 0.701 -2.163 0.077
H 1.018 -0.289 1.477
H 2.796 -1.017 0.556
H 2.030 0.676 -1.526
N -1.557 -0.853 -0.139
H -2.660 0.768 0.167
O -0.695 1.422 0.228
C 1.513 0.819 -0.518
N 0.108 0.774 -0.594
C -0.325 -0.478 -0.535
H -3.633 -0.527 0.158
N -2.734 -0.167 -0.280
H -0.830 0.864 1.038
N 0.851 -1.267 -0.374
C 1.734 -0.493 0.432
H 1.684 1.933 -0.166
*
```


ii.
# C3H8N4O

A molecular structure, C3H8N4O (ωB97M-V with the def2-TZVPD basis set, OMol25).

HOMO energy (spin up / spin down): -8.0375 / -8.0384 eV

Geometry as ORCA input:
```
! wB97M-V def2-TZVPD RIJCOSX def2/J DEFGRID3
* xyz 0 1
H -1.403 -2.168 1.345
H 2.753 -0.050 1.428
O 0.188 1.340 -0.988
N -2.228 1.158 -0.382
H 1.831 1.370 0.891
H 0.429 -0.465 -1.965
C 0.527 0.087 -1.028
N -2.181 -0.157 -0.465
H 1.623 -1.366 -0.211
H -0.952 1.496 -0.715
N 1.524 -0.360 -0.221
C -1.218 -0.876 -0.054
N -0.785 -1.843 0.602
H -2.911 1.469 -1.074
H 1.012 0.071 1.786
C 1.790 0.294 1.051
*
```


Sorted by energy, starting with the most stable: ii, i.